1.
{
  "formula": "C8H10FNO3S",
  "method": "ωB97M-V/def2-TZVPD",
  "orbital_gap_ev": 8.5,
  "smiles": "C=C1C=CC=C[C@H]1N(OC)S(=O)(=O)F",
  "e_tot_ev": -29638.5469,
  "de_lowest_kcal_mol": 94.5,
  "symbols": ["C", "C", "C", "C", "C", "C", "C", "C", "N", "O", "O", "O", "F", "S", "H", "H", "H", "H", "H", "H", "H", "H", "H", "H"],
  "positions_angstrom": [[0.31963, -1.93130, 1.45307], [-0.43913, -0.75346, 1.51208], [0.49388, -2.54072, 0.13824], [-0.94600, -0.04284, 0.34994], [0.02205, -1.98929, -0.95958], [-0.86219, -0.84415, -0.94092], [2.08126, 1.10988, 1.02325], [-1.50176, -0.54258, -2.04579], [-0.11229, 1.13247, 0.25636], [-2.07108, 2.48108, -0.70669], [0.03973, 2.47824, -1.91711], [1.17331, 0.82135, -0.09333], [-0.21906, 3.54529, 0.29573], [-0.65478, 2.43992, -0.69163], [0.70615, -2.33726, 2.35764], [-0.55841, -0.36407, 2.42007], [1.18387, -3.29965, 0.16907], [-1.98909, 0.34108, 0.36737], [0.26980, -2.42594, -1.86488], [2.98604, 1.23659, 0.45691], [1.95349, 0.27498, 1.66831], [1.61127, 1.93287, 1.56559], [-2.25920, 0.23813, -1.86889], [-1.22750, -0.96063, -2.94483]],
  "forces_ev_per_a": [[-3.1, 3.5, -1.3], [2.3, -5.1, -1.4], [0.2, 1.3, 2.0], [-1.6, -0.2, -2.1], [-0.2, 0.5, 0.9], [1.2, -1.2, 0.7], [-2.2, 0.1, -1.2], [-1.7, 2.3, 2.2], [-0.6, 2.0, -0.1], [-0.3, 0.0, 0.5], [0.8, 0.8, 0.0], [0.8, 0.1, -0.1], [0.6, 0.7, -0.2], [-0.7, -2.1, 0.0], [0.3, -0.4, 0.4], [-0.7, 1.9, 3.5], [1.3, -2.1, -0.6], [0.5, -0.3, 0.7], [0.3, -0.7, -1.9], [0.8, 0.3, 0.8], [0.9, -0.9, 0.6], [0.9, 0.5, -0.2], [0.2, -0.3, -1.2], [0.0, -0.9, -2.0]]
}

=====

2.
{
  "formula": "C6H13O2",
  "method": "ωB97M-V/def2-TZVPD",
  "orbital_gap_ev": 7.0,
  "e_tot_ev": -10527.5076,
  "total_charge": -1,
  "de_lowest_kcal_mol": 50.7,
  "symbols": ["O", "C", "C", "C", "H", "H", "H", "H", "H", "H", "C", "O", "C", "C", "H", "H", "H", "H", "H", "H", "H"],
  "positions_angstrom": [[-0.38242, -1.63020, 3.53258], [-0.47428, -1.52326, 2.32778], [0.60892, -1.93347, 1.37637], [0.05925, -2.75341, 0.21773], [-1.36639, -1.07020, 1.86911], [1.37900, -2.44739, 1.96005], [0.97511, -0.98232, 0.97417], [-0.48572, -3.63938, 0.55564], [0.87743, -3.09749, -0.41803], [-0.59643, -2.11831, -0.37736], [-0.88028, 1.61934, -0.14767], [-0.38636, 0.41313, 0.21595], [-0.45342, 2.04342, -1.56384], [1.05665, 2.16157, -1.69104], [-0.55771, 2.44769, 0.54189], [-2.00072, 1.67070, -0.13838], [-0.92175, 3.00017, -1.84268], [-0.81470, 1.27382, -2.25316], [1.37222, 2.52858, -2.67521], [1.52336, 1.19369, -1.52478], [1.46823, 2.84333, -0.93912]],
  "forces_ev_per_a": [[0.0, 0.0, 0.2], [0.1, 0.1, 0.0], [-0.1, 0.1, 0.3], [0.1, -0.1, -0.1], [0.0, -0.1, -0.1], [0.0, 0.0, -0.1], [0.0, 0.0, 0.0], [0.0, 0.0, 0.0], [0.0, 0.0, -0.1], [0.0, 0.0, 0.0], [0.1, -0.2, 0.1], [-0.1, 0.1, 0.0], [0.1, 0.2, 0.0], [0.2, 0.1, -0.1], [0.0, 0.1, -0.1], [0.0, 0.0, 0.0], [-0.1, 0.0, 0.0], [0.0, 0.0, -0.1], [-0.1, 0.0, 0.0], [0.0, -0.1, 0.1], [-0.1, 0.0, 0.0]]
}

=====

3.
{
  "formula": "C8H8N4O4",
  "method": "ωB97M-V/def2-TZVPD",
  "orbital_gap_ev": 9.5,
  "smiles": "O=c1cc[nH]c(=O)[nH]1.O=c1cc[nH]c(=O)[nH]1",
  "e_tot_ev": -22575.4663,
  "de_lowest_kcal_mol": 79.9,
  "symbols": ["C", "C", "C", "C", "C", "C", "C", "C", "H", "H", "H", "H", "H", "H", "H", "H", "N", "N", "N", "N", "O", "O", "O", "O"],
  "positions_angstrom": [[-2.95041, -0.70253, -0.22798], [-3.04805, 0.79718, -0.75075], [-4.04843, 1.61306, -0.15333], [-5.48597, -0.23162, 0.14736], [4.18882, 1.18804, -0.14223], [5.21322, 0.62605, 0.75947], [5.15189, -0.68118, 1.04297], [3.32792, -1.13655, -0.64211], [-4.60235, -2.10164, 0.42019], [-2.09542, 1.29008, -1.00270], [-3.81380, 2.66827, -0.34546], [-6.07374, 1.54092, 0.00265], [2.46361, 0.66011, -1.30460], [5.70164, 1.26057, 1.50259], [5.77975, -1.09606, 1.77029], [4.30757, -2.65091, 0.37830], [-4.28071, -1.07312, 0.33909], [-5.20814, 1.05230, 0.17414], [3.26849, 0.26470, -0.68557], [4.21280, -1.58633, 0.37485], [-1.95204, -1.37029, -0.35827], [-6.58130, -0.79991, 0.37431], [3.92293, 2.34016, -0.33851], [2.60172, -1.87129, -1.33470]],
  "forces_ev_per_a": [[-1.7, 1.8, -1.5], [-0.6, 0.0, 3.9], [5.2, -1.6, -4.4], [0.4, -6.5, 3.4], [-1.4, -0.6, 0.2], [-1.0, -0.2, 0.5], [-2.3, -1.1, -2.4], [-1.0, -0.4, -0.1], [1.1, 2.2, -0.2], [-0.5, -0.5, 0.0], [-1.3, -0.2, 0.7], [0.0, 0.8, 0.4], [2.3, -0.9, 1.5], [0.2, 0.1, -0.8], [0.6, -0.9, 0.9], [0.1, 2.3, 0.2], [-0.2, -0.7, -1.7], [-3.2, 2.3, 0.1], [-1.2, -0.7, -1.6], [1.1, -0.4, -0.3], [-1.6, 0.2, 0.8], [2.3, 2.2, -1.5], [0.7, 1.3, 0.0], [2.0, 1.6, 1.8]]
}

=====

4.
{
  "formula": "C5H10N2O",
  "method": "ωB97M-V/def2-TZVPD",
  "orbital_gap_ev": 3.9,
  "e_tot_ev": -10368.7691,
  "de_lowest_kcal_mol": 150.7,
  "symbols": ["O", "C", "C", "C", "C", "C", "N", "N", "H", "H", "H", "H", "H", "H", "H", "H", "H", "H"],
  "positions_angstrom": [[-3.04629, 0.16090, -0.86162], [-2.40814, 0.84250, 0.02991], [-1.51642, -0.06176, 0.97383], [-0.60380, -0.78154, -0.00519], [0.72397, -0.11235, -0.06927], [1.90052, -0.84652, -0.03756], [3.14449, -0.33733, -0.34829], [0.67462, 1.20336, -0.26350], [-3.04580, 1.58897, 0.54485], [-2.16134, -0.64216, 1.62965], [-0.88320, 0.59489, 1.57524], [-1.01861, -0.68835, -1.00988], [-0.54812, -1.85070, 0.22552], [1.95153, -1.87174, 0.30234], [3.19428, 0.66462, -0.47388], [3.67606, -0.87381, -1.01871], [1.48425, 1.52538, -0.79606], [-1.51798, 1.48562, -0.39737]],
  "forces_ev_per_a": [[0.0, 0.0, -0.4], [-0.5, 0.4, 0.2], [0.3, 1.0, -0.3], [-0.2, -0.8, 1.0], [-0.4, 0.5, -0.3], [1.3, 0.1, -0.6], [-0.9, 0.2, 0.2], [-0.2, -0.4, 0.1], [0.2, -0.1, 0.3], [0.0, -0.3, -0.2], [-0.3, 0.0, 0.3], [-0.2, -0.2, 0.0], [0.3, 0.1, -0.1], [-0.4, -0.2, -0.2], [0.1, -0.1, -0.2], [0.3, -0.1, 0.3], [0.2, 0.2, 0.2], [0.2, -0.3, -0.3]]
}